Entry 1:
ORCA calculation (ωB97M-V/def2-TZVPD) on C48H35N3O2SSiTeTl as an isolated structure.

Calculated values
orbital gap: 0.24858 hartree
E_tot: -89612.1232 eV
highest occupied orbital energy: -4.88 eV
net charge: -1

```
92
C48H35N3O2SSiTeTl ωB97M-V/def2-TZVPD
Tl 0.00 -0.18 0.51
O 0.96 6.67 2.57
C 1.65 6.08 1.72
O 2.50 6.50 0.90
C 1.48 4.54 1.71
C 0.54 3.90 2.50
C 0.40 2.52 2.43
N 1.15 1.78 1.60
C 2.15 2.37 0.93
C 2.32 3.74 0.94
C 3.17 1.48 0.29
C 4.26 2.03 -0.39
C 5.26 1.19 -0.86
C 5.17 -0.17 -0.61
C 4.05 -0.63 0.06
N 3.07 0.16 0.50
C -0.50 1.78 3.37
C -1.27 2.43 4.33
C -2.00 1.67 5.22
C -1.94 0.28 5.14
C -1.16 -0.28 4.15
N -0.47 0.45 3.28
H -0.04 4.53 3.17
H 3.08 4.26 0.38
H 4.32 3.09 -0.56
H 6.10 1.61 -1.40
H 5.93 -0.86 -0.94
H 3.95 -1.69 0.28
H -1.30 3.51 4.38
H -2.62 2.15 5.97
H -2.49 -0.35 5.82
H -1.09 -1.35 4.03
C -3.81 0.56 -4.09
C -3.55 -0.52 -3.24
C -2.31 -0.64 -2.64
C -1.29 0.29 -2.89
C -1.56 1.35 -3.75
C -2.81 1.49 -4.34
Si 0.39 0.05 -2.07
C 1.09 -1.56 -2.76
C 0.44 -2.31 -3.74
C 0.98 -3.50 -4.22
C 2.19 -3.97 -3.73
C 2.86 -3.24 -2.76
C 2.31 -2.05 -2.29
C 1.50 1.48 -2.58
C 2.64 1.31 -3.38
C 3.40 2.41 -3.76
C 3.04 3.69 -3.36
C 1.92 3.87 -2.56
C 1.16 2.77 -2.19
H -4.78 0.66 -4.54
H -4.32 -1.24 -3.03
H -2.13 -1.47 -1.96
H -0.80 2.09 -3.96
H -3.01 2.33 -4.99
H -0.50 -1.97 -4.15
H 0.45 -4.07 -4.98
H 2.60 -4.90 -4.09
H 3.81 -3.59 -2.37
H 2.85 -1.49 -1.53
H 2.92 0.32 -3.71
H 4.28 2.26 -4.38
H 3.64 4.54 -3.65
H 1.64 4.86 -2.23
H 0.28 2.93 -1.56
Te -2.46 1.53 0.49
C -4.08 0.41 1.22
C -4.59 0.43 2.49
C -5.76 -0.36 2.64
C -6.12 -0.99 1.48
S -5.04 -0.60 0.22
H -4.14 1.01 3.28
H -6.31 -0.46 3.57
H -6.96 -1.65 1.32
C -3.18 -4.52 2.68
C -3.35 -3.16 2.36
C -2.29 -2.43 1.90
C -1.01 -3.00 1.75
C 0.11 -2.23 1.29
C 1.32 -2.87 1.16
C 1.49 -4.24 1.48
C 0.43 -4.97 1.92
C -0.84 -4.37 2.07
C -1.96 -5.11 2.54
H -4.02 -5.10 3.04
H -4.32 -2.69 2.46
H -2.43 -1.38 1.65
H 2.18 -2.31 0.81
H 2.46 -4.70 1.35
H 0.55 -6.02 2.16
H -1.82 -6.16 2.78
```

Entry 2:
ORCA calculation (ωB97M-V/def2-TZVPD) on C48H36BrIInO19P2 as an isolated structure at a distorted geometry.

Calculated values
orbital gap: 0.13133 hartree
E_tot: -191151.4911 eV
highest occupied orbital energy: -4.28 eV
net charge: -1

```
108
C48H36BrIInO19P2 ωB97M-V/def2-TZVPD
O -1.92 -2.82 -0.75
P -1.84 -1.76 -2.05
Br -0.93 -2.97 -3.76
In -4.27 -1.41 -2.74
O -5.01 0.23 -1.70
P -5.86 -3.37 -2.37
O -7.26 -2.61 -1.82
I -5.12 -4.65 -0.39
H -1.27 -2.47 -0.09
H -4.31 -1.00 -4.46
H -4.36 0.97 -1.71
H -6.98 -1.87 -1.23
C -3.57 0.91 0.96
C -2.95 -0.24 1.18
C -1.72 -0.31 2.00
O -1.14 -1.36 2.19
C -1.22 0.95 2.59
C -1.84 2.11 2.38
C -3.07 2.18 1.55
O -3.62 3.24 1.36
H -4.46 0.97 0.35
H -3.30 -1.18 0.75
H -0.32 0.88 3.19
H -1.48 3.04 2.80
C -1.31 -6.49 4.68
C -0.15 -6.13 5.23
C 0.36 -4.74 5.08
O 1.42 -4.42 5.57
C -0.46 -3.78 4.31
C -1.62 -4.14 3.77
C -2.14 -5.52 3.92
O -3.20 -5.85 3.43
H -1.71 -7.49 4.78
H 0.46 -6.81 5.79
H -0.06 -2.78 4.21
H -2.23 -3.46 3.19
C 3.17 -2.09 2.40
C 2.19 -1.53 1.68
C 2.45 -0.33 0.84
O 1.56 0.18 0.19
C 3.83 0.22 0.82
C 4.80 -0.34 1.54
C 4.54 -1.53 2.38
O 5.43 -2.04 3.03
H 3.01 -2.96 3.02
H 1.18 -1.91 1.67
H 3.99 1.09 0.20
H 5.81 0.05 1.54
C -8.87 0.39 1.71
C -10.07 0.36 2.27
C -10.95 -0.84 2.16
O -12.05 -0.85 2.66
C -10.43 -2.00 1.40
C -9.22 -1.98 0.84
C -8.35 -0.78 0.95
O -7.25 -0.75 0.43
H -8.22 1.25 1.77
H -10.47 1.20 2.82
H -11.08 -2.86 1.33
H -8.82 -2.81 0.27
C 8.72 -2.43 5.01
C 8.27 -1.46 4.21
C 9.13 -0.32 3.83
O 8.72 0.57 3.11
C 10.52 -0.30 4.35
C 10.97 -1.27 5.14
C 10.11 -2.41 5.53
O 10.53 -3.29 6.25
H 8.11 -3.27 5.30
H 7.26 -1.46 3.82
H 11.13 0.54 4.06
H 11.98 -1.27 5.54
C 5.36 3.20 -1.58
C 5.15 4.09 -2.55
C 5.69 3.88 -3.91
O 5.51 4.69 -4.79
C 6.48 2.65 -4.16
C 6.69 1.76 -3.19
C 6.15 1.97 -1.83
O 6.35 1.16 -0.94
H 4.98 3.33 -0.58
H 4.58 4.99 -2.39
H 6.86 2.51 -5.16
H 7.27 0.85 -3.35
C -11.20 3.49 0.36
C -12.04 4.07 -0.48
C -11.62 5.22 -1.33
O -12.39 5.76 -2.09
C -10.22 5.68 -1.20
C -9.37 5.09 -0.36
C -9.80 3.95 0.49
O -9.02 3.42 1.25
H -11.49 2.65 0.98
H -13.07 3.75 -0.60
H -9.93 6.51 -1.83
H -8.34 5.41 -0.25
C 9.41 3.00 -8.76
C 8.26 2.89 -8.11
C 7.44 1.66 -8.20
O 6.38 1.56 -7.61
C 7.95 0.55 -9.04
C 9.11 0.66 -9.69
C 9.93 1.89 -9.59
O 10.99 1.99 -10.18
H 10.03 3.89 -8.71
H 7.86 3.69 -7.49
H 7.34 -0.34 -9.09
H 9.51 -0.14 -10.30
```

Entry 3:
ORCA calculation (ωB97M-V/def2-TZVPD) on C48H36Cl5NP3Se2Ti as an isolated structure at a distorted geometry.

Calculated values
orbital gap: 0.24729 hartree
E_tot: -296134.1613 eV
highest occupied orbital energy: -10.52 eV
net charge: +1

```
96
C48H36Cl5NP3Se2Ti ωB97M-V/def2-TZVPD
Ti -0.24 0.19 -0.20
C 2.70 -0.55 1.38
P 2.25 -0.43 -0.41
C 3.48 0.80 -0.96
C 3.17 2.07 -1.41
C 4.17 2.97 -1.76
C 5.50 2.59 -1.66
C 5.83 1.31 -1.22
C 4.83 0.42 -0.87
C 2.74 -1.94 -1.27
C 3.24 -1.86 -2.57
C 3.49 -3.02 -3.30
C 3.24 -4.26 -2.74
C 2.74 -4.35 -1.44
C 2.49 -3.20 -0.72
C 1.81 0.44 2.05
C 1.94 1.20 3.17
C 0.82 2.10 3.22
C 0.03 1.85 2.14
C -1.05 2.65 1.47
P -0.19 3.02 -0.15
C 0.72 4.47 0.46
C 2.09 4.43 0.68
C 2.76 5.53 1.21
C 2.05 6.68 1.52
C 0.66 6.72 1.34
C 0.00 5.62 0.82
C -1.31 3.69 -1.44
C -1.13 4.93 -2.04
C -1.93 5.32 -3.11
C -2.93 4.47 -3.58
C -3.08 3.22 -3.02
C -2.25 2.83 -1.99
N 0.63 0.82 1.40
H 2.58 -1.57 1.75
H 3.74 -0.28 1.51
H 2.14 2.37 -1.51
H 3.91 3.96 -2.11
H 6.29 3.30 -1.91
H 6.87 1.00 -1.15
H 5.09 -0.58 -0.54
H 3.44 -0.89 -3.02
H 3.88 -2.95 -4.31
H 3.43 -5.16 -3.30
H 2.54 -5.32 -1.00
H 2.11 -3.28 0.29
H 2.76 1.14 3.88
H 0.64 2.86 3.97
H -1.99 2.13 1.31
H -1.23 3.55 2.03
H 2.65 3.53 0.46
H 3.82 5.49 1.38
H 2.56 7.55 1.92
H 0.10 7.60 1.61
H -1.07 5.64 0.70
H -0.37 5.62 -1.68
H -1.78 6.29 -3.57
H -3.56 4.78 -4.40
H -3.84 2.53 -3.39
H -2.33 1.83 -1.62
Se 0.48 0.80 -2.90
P -0.70 -0.96 -3.31
Se -0.96 -2.03 -1.45
C 0.06 -2.04 -4.54
C -0.25 -3.40 -4.54
C 0.29 -4.22 -5.52
C 1.12 -3.69 -6.50
C 1.43 -2.34 -6.50
C 0.90 -1.51 -5.52
C -2.30 -0.49 -4.01
C -2.30 0.28 -5.18
C -3.50 0.60 -5.79
C -4.70 0.18 -5.22
C -4.70 -0.57 -4.05
C -3.49 -0.91 -3.44
H -0.90 -3.81 -3.78
H 0.06 -5.28 -5.53
H 1.54 -4.34 -7.26
H 2.08 -1.92 -7.26
H 1.15 -0.45 -5.50
H -1.36 0.62 -5.61
H -3.51 1.20 -6.69
H -5.65 0.43 -5.70
H -5.64 -0.88 -3.61
H -3.49 -1.48 -2.53
Cl 0.10 -2.14 1.58
C -1.49 -1.52 1.88
C -1.92 -0.49 1.04
C -3.27 -0.17 1.23
Cl -4.08 0.97 0.20
C -4.07 -0.75 2.22
Cl -5.71 -0.27 2.41
C -3.55 -1.73 3.05
Cl -4.50 -2.46 4.27
C -2.24 -2.14 2.86
Cl -1.55 -3.39 3.81
```